# C27H25N5OPPdS

A structure of composition C27H25N5OPPdS (ωB97M-V/def2-TZVPD, the OMol25 dataset).

The LUMO energy is 2.849 eV. As for the net charge: -1. Its energy is -61506.779 eV. The value obtained for the energy above the lowest of the compared OMol25 structures with the same formula, charge and spin is 0.0 kcal per mole. The calculation puts the orbital gap at 5.5 eV. As for the spin multiplicity: 1. The value obtained for the HOMO energy is -2.644 eV.

```
61
C27H25N5OPPdS ωB97M-V/def2-TZVPD
Pd 0.2577 1.6466 0.5020
C 1.0130 -2.9356 2.2179
C 0.3024 -1.6963 1.7332
N 0.8433 -0.8289 0.9712
N 2.0829 -1.0654 0.4828
C 2.8936 -0.0418 0.4478
N 4.1107 -0.2882 -0.1623
S 2.6413 1.5221 1.1560
C -1.1016 -1.4419 2.1277
C -1.8330 -2.3868 2.8524
C -3.1380 -2.1035 3.2201
C -3.6873 -0.8812 2.8651
C -2.8897 -0.0031 2.1425
N -1.6465 -0.2730 1.7776
H 2.0696 -2.8445 1.9850
H 0.6241 -3.8336 1.7267
H 0.8901 -3.0632 3.2959
H 4.0743 -1.0474 -0.8280
H 4.5374 0.5502 -0.5227
H -1.3810 -3.3319 3.1215
H -3.7170 -2.8268 3.7814
H -4.6987 -0.6102 3.1380
H -3.2574 0.9769 1.8446
O -2.3891 1.8233 -0.6777
N -1.6798 2.4403 0.4126
C -0.9668 3.4660 -0.0195
C -0.7942 3.8512 -1.4471
C -1.1178 5.1497 -1.8270
C -0.9577 5.5819 -3.1368
C -0.4600 4.7109 -4.0924
C -0.1121 3.4187 -3.7198
C -0.2766 2.9710 -2.4128
P 0.3586 1.3540 -1.8106
C 1.8948 1.2195 -2.8270
C 2.9389 2.0681 -2.4385
C 4.1645 2.0356 -3.0870
C 4.3817 1.1387 -4.1274
C 3.3580 0.2859 -4.5163
C 2.1238 0.3294 -3.8761
C -0.6861 0.1068 -2.6636
C -1.7037 0.3961 -3.5737
C -2.4762 -0.6212 -4.1221
C -2.2353 -1.9451 -3.7785
C -1.2272 -2.2426 -2.8706
C -0.4684 -1.2264 -2.3056
H -2.4086 0.9004 -0.3890
H -0.6975 4.1864 0.7435
H -1.5047 5.8320 -1.0783
H -1.2164 6.5986 -3.4075
H -0.3266 5.0386 -5.1166
H 0.3170 2.7466 -4.4559
H 2.7844 2.7336 -1.5959
H 4.9587 2.7014 -2.7682
H 5.3414 1.1029 -4.6294
H 3.5172 -0.4149 -5.3278
H 1.3344 -0.3410 -4.1933
H -1.9037 1.4268 -3.8390
H -3.2696 -0.3786 -4.8196
H -2.8363 -2.7379 -4.2074
H -1.0403 -3.2720 -2.5870
H 0.2958 -1.4546 -1.5697
```